Record 1
Molecular formula: C15H30INO4S2
Method: DFT, ωB97M-V/def2-TZVPD

```
53
Properties=species:S:1:pos:R:3:forces:R:3
C 1.862897 4.225668 0.893118 0.0 -1.0 -0.4
C 0.638854 3.228449 1.109252 1.8 0.6 -0.9
C 0.637752 2.265816 -0.131231 -0.5 1.0 0.2
C -0.731057 1.630181 -0.505636 -0.3 0.1 -0.1
C -1.768548 2.761959 -0.853206 0.5 0.0 0.3
C -1.420441 0.679447 0.537797 -0.2 0.6 0.0
C -2.077843 -0.623145 -0.063104 -0.7 1.7 0.5
N -1.339195 -1.367306 -1.078213 -1.0 -1.1 0.2
C -2.223766 -2.496404 -1.524942 0.0 -0.3 0.1
C -1.773053 -3.885608 -0.962547 -0.7 0.2 0.0
C -2.456991 -1.375030 1.272011 1.7 0.3 -0.5
I -4.586956 -1.043834 1.662253 0.1 0.1 0.3
O -1.560787 -0.909366 2.244536 -0.9 -0.8 -0.3
C -0.789101 0.293555 1.916310 -1.1 -1.4 -0.2
S -1.261112 1.379694 3.359446 0.4 0.5 -0.6
C 0.662362 -0.253076 2.031924 -0.2 0.3 0.8
C 0.966372 -1.507879 1.153964 1.3 0.2 -0.1
C 1.839399 -1.089567 -0.073701 -0.2 -0.3 0.4
C 2.764219 -2.220060 -0.613819 -0.4 1.0 -0.4
S 3.694258 -1.479079 -2.032858 3.5 2.9 -0.2
O 4.993211 -2.138351 -2.258032 -3.0 -0.2 0.1
O 3.925667 -0.020968 -1.795940 -1.5 -2.6 -0.3
O 2.672618 -1.557118 -3.332264 0.7 -0.8 1.6
H 2.525725 3.773458 0.118709 -0.3 0.4 0.5
H 1.536377 5.194645 0.476064 0.2 -0.3 0.5
H 2.491161 4.320596 1.798244 -0.5 0.3 -0.4
H -0.255966 3.867336 1.175833 0.2 -0.7 0.3
H 0.877657 2.671073 2.027430 -0.7 0.3 -0.3
H 1.470814 1.555384 0.003453 -0.6 0.1 -0.2
H 0.928735 2.906208 -0.997162 -0.2 -0.5 0.4
H -0.587400 1.080296 -1.465244 0.1 0.2 0.7
H -1.957957 3.427195 0.016008 0.2 -0.5 -0.4
H -2.756304 2.335480 -1.126132 0.6 0.2 -0.1
H -1.349397 3.402556 -1.655350 -0.5 -0.4 0.2
H -2.320169 1.263381 0.843826 0.5 -0.5 0.0
H -3.037079 -0.221198 -0.470494 0.5 -0.6 -0.1
H -1.201501 -0.822101 -1.920929 0.1 0.5 0.4
H -3.267228 -2.295779 -1.188012 0.6 -0.1 -0.3
H -2.263323 -2.497962 -2.632674 0.2 -0.1 0.6
H -2.511940 -4.232545 -0.209427 0.5 0.1 -0.4
H -0.800930 -3.795038 -0.446780 -0.3 -0.2 -0.5
H -1.760152 -4.660771 -1.755804 0.3 0.5 0.5
H -2.397289 -2.474585 1.281022 0.0 0.5 -0.2
H -2.114704 2.268960 2.766816 0.5 -0.6 0.0
H 0.782918 -0.572170 3.092341 -0.3 0.3 -0.6
H 1.402444 0.565158 1.910613 -0.4 -0.6 -0.2
H 1.581044 -2.192811 1.783751 -0.4 0.4 -0.3
H 0.077131 -2.077963 0.843551 0.4 0.5 0.2
H 1.166761 -0.721364 -0.870222 0.5 -0.1 0.3
H 2.507306 -0.274888 0.270229 -0.4 -0.4 -0.5
H 2.225298 -3.126441 -0.937211 0.4 0.4 0.0
H 3.553093 -2.431019 0.135574 -0.3 -0.1 -0.7
H 2.786117 -0.733067 -3.823145 0.2 0.3 0.1
```
Positions in Å, forces in eV/Å.

Computed properties:
- highest occupied orbital energy (Ha) = -0.334
- electronic energy (Ha) = -2039.23957
- frontier orbital gap (Ha) = 0.3427
- LUMO (eV) = 0.227
- SMILES string = CCC[C@H](C)[C@H]1[C@@H](NCC)[C@H](I)O[C@@]1(S)CCCCS(=O)(=O)O

---

Record 2
Molecular formula: C15H30N4O4S2
Method: DFT, ωB97M-V/def2-TZVPD

```
55
Properties=species:S:1:pos:R:3:forces:R:3
O -2.317104 1.736422 0.569018 0.0 0.0 0.2
S -2.116765 0.465737 -0.057621 -0.1 -0.8 0.5
O -1.852971 0.445975 -1.468753 0.0 -0.2 -0.1
N -3.366086 -0.553875 0.243023 0.6 0.6 -0.4
C -4.060190 -0.365347 1.490936 0.0 0.1 0.5
C -5.264867 0.605713 1.402587 0.1 0.1 -0.2
C -5.448657 1.194390 0.003931 -0.2 0.0 0.1
C -6.028585 0.201774 -1.009521 0.1 0.0 0.1
C -5.502966 -1.223193 -0.847562 0.2 0.3 -0.1
C -3.979339 -1.320863 -0.818570 -0.1 -0.4 -0.5
N -0.915918 -0.300388 0.828146 -0.7 0.6 -0.2
C -0.428738 -1.522095 0.220334 0.1 -0.3 -0.4
C 0.567799 -1.234722 -0.907124 -0.3 -0.6 -0.1
N 1.632331 -0.361800 -0.450129 0.9 -0.5 0.4
S 2.840831 -1.112741 0.421160 0.2 0.5 -0.5
O 3.088497 -2.382660 -0.194567 -0.1 0.0 -0.2
O 2.606953 -1.095046 1.835943 0.1 0.2 0.1
N 4.060583 -0.026150 0.105973 -0.7 -0.4 0.2
C 4.510636 -0.076859 -1.270066 0.0 0.1 -0.7
C 5.357992 1.156214 -1.571194 0.1 -0.3 0.1
C 6.534946 1.229320 -0.601570 -0.2 0.3 0.0
C 6.016464 1.210823 0.834255 0.0 -0.3 -0.2
C 5.157248 -0.030688 1.055744 0.2 0.1 0.7
C 1.150145 0.858769 0.166940 -0.1 0.4 0.5
C 0.153736 0.564012 1.291104 0.3 0.5 0.1
H -4.373293 -1.346504 1.859801 0.1 0.1 0.0
H -3.309647 0.030229 2.175211 -0.2 -0.1 0.2
H -6.180245 0.093922 1.705264 0.0 0.0 0.1
H -5.098338 1.429358 2.096379 -0.1 0.0 0.1
H -4.483927 1.563865 -0.342868 -0.2 0.2 0.0
H -6.119957 2.052985 0.071463 0.1 0.1 0.0
H -7.116440 0.169644 -0.905343 0.0 0.0 -0.1
H -5.804008 0.558912 -2.016056 -0.1 0.0 -0.1
H -5.904585 -1.658468 0.068265 -0.1 -0.1 0.0
H -5.859434 -1.832724 -1.680995 0.0 -0.1 0.1
H -3.699697 -2.379538 -0.704772 0.0 0.1 -0.1
H -3.551264 -0.948743 -1.750609 -0.1 -0.2 0.0
H -1.294720 -2.062942 -0.160887 0.1 -0.2 0.0
H 0.063154 -2.111426 1.001110 -0.2 0.0 0.0
H 1.039274 -2.155062 -1.251590 -0.2 0.0 -0.1
H 0.053204 -0.736189 -1.732975 0.2 -0.1 0.1
H 3.616201 -0.107574 -1.892524 0.2 0.0 -0.2
H 5.090982 -0.993496 -1.447766 0.0 0.0 0.0
H 5.712639 1.109021 -2.601467 -0.1 0.0 0.0
H 4.737584 2.046238 -1.458261 0.0 0.1 -0.1
H 7.114515 2.136383 -0.781136 0.1 0.0 0.0
H 7.191189 0.370942 -0.761231 0.1 0.0 0.0
H 6.846101 1.207355 1.542182 0.0 0.0 0.1
H 5.410079 2.099432 1.014383 0.0 0.1 0.1
H 4.713867 -0.041798 2.051526 0.2 0.0 0.0
H 5.769929 -0.936519 0.933864 0.0 0.0 0.0
H 2.024303 1.385180 0.550030 -0.2 0.2 0.0
H 0.661329 1.455443 -0.609833 0.1 0.0 0.0
H -0.312475 1.482997 1.644850 0.2 0.0 0.1
H 0.667711 0.056347 2.111583 -0.2 0.1 -0.1
```
Positions in Å, forces in eV/Å.

Computed properties:
- highest occupied orbital energy (Ha) = -0.324
- electronic energy (Ha) = -1905.90868
- frontier orbital gap (Ha) = 0.3555
- LUMO (eV) = 0.868
- SMILES string = O=S(=O)(N1CCCCCC1)N1CCN(S(=O)(=O)N2CCCCC2)CC1

---

Record 3
Molecular formula: C15H30N6O3
Method: DFT, ωB97M-V/def2-TZVPD

```
54
Properties=species:S:1:pos:R:3:forces:R:3
C -3.030359 -2.757436 -0.234047 1.0 -0.1 -2.1
C -1.427827 -2.541959 -0.465826 -4.4 1.8 0.5
C -0.638515 -3.741800 -0.326158 -4.0 -4.8 -2.7
C 0.758283 -3.666454 -0.544789 0.4 -6.0 -5.2
N 1.337485 -2.959868 0.326403 5.7 7.3 12.8
C 1.620265 -1.588142 0.255109 1.2 -5.5 6.0
O 1.518648 -1.150612 -0.747454 -1.8 6.7 -15.5
N 2.102774 -0.783469 1.179875 0.2 -2.8 6.5
C 3.003964 0.330621 1.215790 -3.7 3.7 -1.0
C 2.218242 1.643762 0.582578 -2.0 1.2 8.4
N 0.840150 1.373171 0.316287 7.5 -2.7 -9.9
C -0.110196 1.206233 1.124993 -0.9 4.7 6.9
O -0.113224 1.738936 2.290653 0.3 -2.1 -1.6
N -1.171571 0.920406 0.483591 -8.7 0.3 9.2
C -2.598624 0.954607 1.119556 2.7 3.1 5.7
C -3.488541 2.107684 0.772299 8.4 -1.3 -10.6
C -3.920734 1.884527 -1.047967 1.7 -10.4 10.4
C -4.742968 2.826686 -1.372310 -13.1 -3.7 -1.7
N 3.129759 2.225490 -0.278927 -1.5 3.3 -4.4
C 2.832029 3.480225 -1.093721 -0.8 -3.7 -1.7
C 3.997494 1.348140 -0.728783 6.2 -3.8 -1.3
O 4.945550 1.186547 -1.617541 -4.6 2.2 2.7
N 3.991304 0.440164 0.317344 4.9 -5.2 -0.4
C 4.861708 -0.725476 0.415001 2.3 -1.8 -2.7
H -3.599777 -1.784128 -0.519376 1.0 -1.5 1.2
H -3.243377 -3.416323 -1.154537 -0.4 0.3 1.8
H -3.252428 -3.223233 0.770425 -0.1 0.6 -1.3
H -1.498432 -2.047738 -1.398301 0.9 0.3 -1.4
H -1.220333 -1.761573 0.236990 0.9 0.4 0.7
H -1.021445 -4.712665 -0.986899 0.4 2.6 0.9
H -0.942502 -4.150616 0.595905 0.4 -0.5 1.8
H 1.038198 -3.217201 -1.494152 -0.3 -0.3 -0.6
H 1.294755 -4.712696 -0.462120 -1.4 1.3 -0.8
H 1.144086 -3.025659 1.365133 0.0 -1.6 -1.5
H 2.117061 -1.281501 2.078581 0.2 0.7 -0.2
H 3.289290 0.399101 2.273581 0.0 0.3 -0.3
H 2.072377 2.326052 1.523712 0.5 -0.7 -1.5
H 0.892374 0.617769 -0.605777 -0.7 2.4 3.1
H -1.320936 0.662860 -0.322736 -0.1 -3.1 -10.5
H -3.198356 0.095928 1.333242 0.4 -1.4 -0.8
H -2.328444 1.319745 2.305499 -0.3 -1.4 -3.0
H -2.884799 2.961829 0.444511 -0.1 0.3 1.5
H -4.255835 2.253936 1.271220 -7.2 1.3 4.7
H -3.032983 1.545558 -1.406883 2.6 0.3 -1.9
H -4.454946 0.879310 -0.824877 0.5 1.1 -0.8
H -4.283712 3.566113 -1.419472 6.7 12.7 -1.8
H -5.659482 3.099901 -0.755311 1.3 -0.9 0.2
H -5.249805 2.508271 -2.249427 -0.4 0.6 -1.7
H 3.606082 3.374236 -2.047625 -1.5 1.3 3.0
H 2.756885 4.199015 -0.249132 0.3 0.6 -1.7
H 1.809442 3.194644 -1.614175 1.7 1.4 1.2
H 5.799405 -0.728826 -0.290797 -2.3 0.3 0.8
H 4.341473 -1.730012 0.336087 0.0 1.2 -0.8
H 5.371080 -0.964088 1.324771 0.0 1.2 1.6
```
Positions in Å, forces in eV/Å.

Computed properties:
- highest occupied orbital energy (Ha) = -0.313
- electronic energy (Ha) = -1143.32532
- frontier orbital gap (Ha) = 0.3309
- LUMO (eV) = 0.475
- energy above the lowest of the compared OMol25 structures with the same formula, charge and spin (kJ/mol) = 1618.7
- SMILES string = CCCCNC(=O)N[C@@H]1[C@H](NC(=O)NCCCC)N(C)C(=O)N1C

---

Record 4
Molecular formula: C15H30N7O7
Method: DFT, ωB97M-V/def2-TZVPD

```
59
Properties=species:S:1:pos:R:3:forces:R:3
O -1.281671 -1.301709 5.961931 0.1 0.0 0.2
O -0.405367 5.718077 -2.780421 0.9 -0.6 0.8
O 0.544821 1.705889 -2.395417 -1.0 0.2 -0.1
O 0.502034 4.003905 -6.974280 -0.5 0.4 0.9
O -1.315647 -6.318922 3.021116 -0.2 0.4 -0.4
O 1.163598 4.685492 -1.523634 -0.3 -0.2 -0.6
O -1.527849 2.317237 -3.065091 0.9 0.4 -0.2
C -1.771961 -2.145043 5.230359 -0.9 1.4 0.8
C 0.360279 4.789066 -2.609509 -1.4 1.7 -0.9
C -0.190817 2.483539 -2.986191 1.2 -1.1 0.2
C 1.693341 3.998768 -6.720167 -1.0 -0.3 -0.8
C -0.921744 -5.489805 3.827231 -0.3 -0.4 -0.5
C 0.570854 0.100611 0.325814 -0.3 -0.8 -0.2
N 2.502068 3.495311 -7.703288 1.1 0.5 0.8
N 1.790002 0.539843 0.199601 1.7 0.3 0.0
N -0.200965 -5.919647 4.871411 0.7 0.2 1.1
N 0.326471 -1.200438 0.332188 -0.5 -0.8 -0.2
N 1.852865 5.839776 -4.951352 0.1 -0.8 -0.4
N -0.979496 -3.034049 4.626864 0.3 -1.8 -1.2
N -0.376303 0.991009 0.439520 -1.3 0.4 0.2
C -3.270618 -2.165475 4.997556 0.3 -0.2 0.1
C 0.369460 -5.205979 6.016902 -0.4 0.1 -0.1
C 0.393930 3.701993 -3.667584 0.2 -0.4 -0.1
C -0.999966 -1.853449 0.305921 -0.1 0.1 0.7
C 2.242424 4.461437 -5.344030 -0.1 0.5 -0.3
C 1.823858 3.468723 -4.237325 0.0 -0.4 0.1
C -1.477904 -2.271079 1.703237 0.4 -0.3 0.0
C -0.737577 -3.512779 2.232488 -0.4 0.0 -0.2
C -1.315820 -4.014335 3.574544 0.5 0.6 0.4
H 1.050238 5.536639 -1.068522 0.0 -0.1 0.1
H -1.725041 1.449715 -2.688225 0.0 -0.1 0.1
H 3.500533 3.667535 -7.653903 -0.3 -0.2 -0.3
H 2.056917 3.375256 -8.609525 0.3 0.0 0.4
H 1.937705 1.519094 0.025427 0.3 0.0 -0.1
H 2.551433 -0.100523 0.072322 0.2 0.1 -0.1
H -0.068180 -6.920485 4.860941 -0.1 0.1 -0.1
H 1.125575 -1.808289 0.261075 0.0 0.0 0.0
H 0.834593 5.926019 -4.864078 0.5 0.1 -0.4
H 2.202089 6.531910 -5.617396 -0.3 -0.3 0.3
H -0.012211 -2.962973 4.904118 0.0 0.2 -0.1
H -1.317933 0.689148 0.602577 -0.2 0.3 0.0
H -0.154185 1.967661 0.364486 -0.2 0.1 0.0
H -3.679026 -3.108813 5.356339 -0.2 -0.1 -0.1
H -3.489500 -2.039822 3.941049 -0.2 -0.1 -0.1
H -3.723897 -1.347612 5.557260 0.2 -0.1 -0.1
H 0.883468 -5.916025 6.668201 -0.1 0.0 -0.2
H 1.094333 -4.460328 5.686627 0.1 -0.1 0.2
H -0.422004 -4.727239 6.598142 0.2 0.0 0.0
H -0.282516 3.975470 -4.480418 0.0 0.3 0.2
H -1.741791 -1.182236 -0.131428 0.2 0.1 -0.2
H -0.956624 -2.738758 -0.333218 0.2 0.2 -0.1
H 3.334554 4.429521 -5.419658 -0.1 0.1 0.2
H 1.888871 2.453888 -4.646219 -0.1 0.1 0.1
H 2.551819 3.529536 -3.421561 -0.2 0.0 -0.1
H -1.350929 -1.433812 2.391027 -0.1 0.1 0.1
H -2.540815 -2.507149 1.636623 -0.1 0.1 0.0
H -0.835570 -4.302388 1.485190 0.0 -0.1 0.1
H 0.324379 -3.291618 2.351697 0.1 0.0 0.1
H -2.398586 -4.071281 3.462656 0.0 0.1 0.2
```
Positions in Å, forces in eV/Å.

Computed properties:
- highest occupied orbital energy (Ha) = -0.421
- electronic energy (Ha) = -1499.44270
- frontier orbital gap (Ha) = 0.3208
- LUMO (eV) = -2.716
- total charge = +1
- energy above the lowest of the compared OMol25 structures with the same formula, charge and spin (kJ/mol) = 54.6

---

The highest highest occupied orbital energy belongs to which entry? C15H30N6O3

---

What is the formula in the second record? C15H30N4O4S2

---

What is the formula in the second record? C15H30N4O4S2

---

Among the records above, which one has the lowest frontier orbital gap? C15H30N7O7